# 1
Below is C18H28N4NaO4STa as an isolated structure at a distorted geometry, with properties calculated with ωB97M-V/def2-TZVPD.

Results
- Total charge: +2
- E_LUMO: -7.67 eV
- Gap between HOMO and LUMO: 7.51 eV
- Energy relative to the best compared isomer or geometry (same formula, charge and spin): 0.000 eV
- HOMO: -15.183 eV

Element x y z (Å)
N -1.713 -0.347 0.002
C -2.849 -0.667 0.313
O -3.948 -0.908 0.682
Na -0.182 3.133 1.222
Ta 0.206 -0.027 0.269
N 0.346 1.806 -0.575
N 0.785 -1.422 -1.019
C -0.296 2.487 -1.702
C 0.224 -2.421 -1.952
C -0.053 3.997 -1.598
C 0.248 1.991 -3.040
C -1.797 2.239 -1.680
C -0.432 -3.522 -1.112
C 1.268 -3.077 -2.876
C -0.845 -1.779 -2.824
H -0.450 4.416 -0.653
H -0.602 4.485 -2.416
H 1.014 4.242 -1.698
H 1.322 2.177 -3.155
H -0.278 2.536 -3.838
H 0.057 0.920 -3.183
H -2.032 1.179 -1.812
H -2.237 2.803 -2.519
H -2.269 2.591 -0.750
H 0.304 -4.050 -0.495
H -0.913 -4.250 -1.778
H -1.200 -3.107 -0.448
H 1.996 -3.704 -2.347
H 1.818 -2.357 -3.493
H 0.718 -3.741 -3.558
H -1.292 -2.577 -3.435
H -0.430 -1.028 -3.508
H -1.645 -1.325 -2.231
C 1.802 2.043 -0.425
H 2.263 1.158 0.085
H 2.259 2.163 -1.422
H 2.059 2.941 0.186
C 2.129 -1.775 -0.514
H 2.416 -1.228 0.407
H 2.180 -2.851 -0.274
H 2.884 -1.552 -1.286
O 0.207 3.123 3.388
S 1.121 1.984 3.577
O 2.549 2.164 3.572
N 0.600 0.828 2.225
C 0.191 -0.335 2.741
O -0.041 -1.309 1.893
C 0.090 -0.384 4.161
C -0.584 -1.371 4.903
C -0.693 -1.193 6.282
C -0.149 -0.051 6.909
C 0.464 0.968 6.145
C 0.548 0.781 4.764
H -1.015 -2.220 4.397
H -1.200 -1.954 6.877
H -0.209 0.070 7.986
H 0.862 1.879 6.597

=====

# 2
Below is C30H46BN7Sn as an isolated structure at a distorted geometry, with properties calculated with ωB97M-V/def2-TZVPD.

Results
- Total charge: +2
- E_LUMO: -8.79 eV
- Gap between HOMO and LUMO: 5.30 eV
- HOMO: -14.084 eV

Element x y z (Å)
Sn 0.989 -0.832 -0.263
C 4.621 -3.652 -1.506
C 4.009 -2.316 -1.936
C 4.581 -1.862 -3.284
C 4.261 -1.276 -0.901
C 5.495 -0.768 -0.471
C 5.178 0.203 0.457
N 3.853 0.269 0.576
N 3.286 -0.637 -0.246
B 3.038 1.270 1.402
N 2.138 2.062 0.443
C 2.157 3.377 0.228
C 1.256 3.675 -0.775
C 0.702 2.450 -1.143
N 1.247 1.486 -0.386
C -0.269 2.171 -2.241
C 0.375 2.520 -3.587
C -1.572 2.948 -2.060
N 2.160 0.500 2.392
C 2.205 0.605 3.721
C 1.355 -0.335 4.264
C 0.814 -1.013 3.170
N 1.305 -0.482 2.039
C -0.106 -2.187 3.237
C -1.458 -1.893 2.593
C 0.547 -3.407 2.589
H 4.410 -4.417 -2.249
H 5.700 -3.560 -1.411
H 4.214 -3.970 -0.547
H 2.915 -2.442 -2.043
H 5.661 -1.756 -3.225
H 4.353 -2.599 -4.049
H 4.157 -0.903 -3.581
H 6.466 -1.069 -0.802
H 5.822 0.845 1.021
H 3.752 1.996 1.996
H 2.802 4.026 0.782
H 1.046 4.638 -1.194
H -0.483 1.090 -2.218
H 0.608 3.581 -3.633
H 1.296 1.958 -3.726
H -0.305 2.287 -4.402
H -1.376 4.016 -2.007
H -2.228 2.774 -2.909
H -2.087 2.644 -1.149
H 2.829 1.326 4.208
H 1.159 -0.515 5.302
H -0.261 -2.402 4.301
H -1.344 -1.822 1.505
H -2.158 -2.693 2.825
H -1.877 -0.960 2.964
H 0.676 -3.240 1.514
H 1.516 -3.606 3.033
H -0.083 -4.278 2.732
C -1.269 2.918 2.447
C -2.264 2.104 1.694
C -3.621 2.465 1.697
C -4.583 1.763 0.956
C -6.009 2.189 0.988
C -4.194 0.675 0.199
C -2.824 0.242 0.170
C -1.892 1.013 0.956
N -2.266 -0.738 -0.497
C -2.830 -1.675 -1.389
C -2.115 -3.023 -1.164
C -4.339 -1.911 -1.405
C -2.381 -1.149 -2.788
H -1.704 3.308 3.363
H -0.965 3.772 1.841
H -0.381 2.339 2.687
H -3.938 3.316 2.282
H -6.112 3.182 1.412
H -6.581 1.498 1.605
H -6.443 2.174 -0.009
H -4.954 0.174 -0.373
H -0.862 0.689 0.937
H -2.490 -3.490 -0.257
H -1.036 -2.890 -1.072
H -2.315 -3.685 -2.003
H -4.718 -2.048 -0.395
H -4.544 -2.822 -1.960
H -4.876 -1.107 -1.902
H -1.294 -1.118 -2.860
H -2.780 -0.155 -2.969
H -2.766 -1.833 -3.541